Entry 1:
The following is a quantum chemistry calculation of C4H6F3N in the gas phase in a non-equilibrium geometry, from the OMol25 dataset.

```
14
Properties=species:S:1:pos:R:3:mulliken_charge:R:1
C -1.19 -1.16 -0.59 -0.910
N -0.06 -0.53 0.18 0.023
C -0.47 0.22 1.29 -0.968
C 1.05 -0.11 -0.49 0.359
F 1.25 -0.73 -1.65 -0.238
C 1.54 1.39 -0.46 0.193
F 2.50 1.69 -1.32 -0.215
F 1.80 1.89 0.74 -0.206
H -1.99 -1.31 0.14 0.285
H -1.54 -0.44 -1.26 0.413
H -0.92 -1.99 -1.27 0.281
H 0.30 0.32 2.01 0.345
H -0.97 1.22 0.93 0.350
H -1.31 -0.46 1.75 0.288
```

Computed properties:
HOMO-LUMO gap (spin up / spin down): 8.49 / 8.49 eV
F_max: 4.97 eV/A
Net charge: 0
E: -13884.641 eV
ΔE to the lowest compared entry with this formula, charge and spin: 2.470 eV
SMILES string: CN(C)C(F)=C(F)F

=====

Entry 2:
The following is a quantum chemistry calculation of a molecular structure, C25H48P4PdS in a non-equilibrium geometry, from the OMol25 dataset.

```
79
Properties=species:S:1:pos:R:3:lowdin_spin:R:1
Pd 0.36 0.29 0.85 0.963
P 1.93 1.98 1.43 0.233
P -1.42 0.89 2.27 0.207
P -1.65 2.91 -1.80 0.008
H 0.34 -4.21 -6.78 0.010
C 0.53 -3.20 -7.16 0.390
C 1.76 -2.65 -7.12 0.386
H 2.59 -3.20 -6.67 0.009
C 3.45 1.21 2.09 0.037
C 1.45 3.17 2.74 0.036
C 2.57 3.04 0.09 0.045
C -2.96 0.02 1.81 0.045
C -1.26 0.35 4.02 0.027
C -1.94 2.64 2.44 0.042
C -1.16 3.11 -3.51 0.004
C -1.20 4.35 -0.86 0.001
C -3.40 2.60 -1.54 0.001
H -0.32 -2.69 -7.63 0.009
H 1.97 -1.67 -7.53 0.010
H 3.80 0.42 1.41 0.001
H 3.27 0.78 3.08 0.000
H 4.21 2.00 2.15 0.008
H 0.95 2.66 3.58 0.000
H 0.79 3.94 2.32 0.000
H 2.37 3.66 3.11 0.008
H 3.03 2.42 -0.69 0.002
H 3.32 3.71 0.52 0.010
H 1.76 3.63 -0.35 0.000
H -3.72 0.20 2.59 0.010
H -2.76 -1.05 1.73 0.001
H -3.34 0.39 0.85 0.000
H -2.11 0.73 4.59 0.006
H -0.34 0.73 4.47 0.000
H -1.25 -0.74 4.07 0.000
H -2.60 2.74 3.31 0.008
H -2.48 2.97 1.55 0.000
H -1.07 3.29 2.59 0.001
H -1.70 3.98 -3.86 0.001
H -1.41 2.23 -4.11 0.000
H -0.08 3.29 -3.57 0.001
H -1.88 5.15 -1.17 0.000
H -0.17 4.65 -1.07 0.000
H -1.31 4.19 0.21 0.000
H -3.96 3.28 -2.19 0.000
H -3.65 2.77 -0.48 0.000
H -3.62 1.54 -1.79 0.000
C 0.27 -0.56 -2.63 0.085
C -1.11 -0.84 -2.71 0.073
C -1.57 -1.76 -3.65 0.000
C -0.66 -2.45 -4.45 0.093
C 0.72 -2.21 -4.29 0.059
C 1.19 -1.26 -3.44 0.064
S 0.96 0.64 -1.62 0.565
H -1.01 1.76 -1.29 0.011
H -1.79 -0.34 -2.04 0.003
H -2.64 -1.97 -3.75 -0.001
H -1.00 -3.15 -5.21 0.004
H 1.43 -2.72 -4.92 0.012
H 2.25 -1.04 -3.38 0.004
C 2.28 -2.37 0.49 0.055
P 0.68 -1.93 1.17 0.263
C -0.60 -2.90 0.38 0.059
C 0.68 -2.51 2.92 0.038
C 1.37 -1.75 3.90 0.021
C 1.41 -2.16 5.23 -0.001
C 0.76 -3.34 5.62 0.024
C 0.02 -4.06 4.68 0.003
C -0.06 -3.64 3.35 0.016
H 2.40 -1.95 -0.52 0.001
H 2.36 -3.46 0.46 0.013
H 3.08 -1.97 1.14 0.000
H -0.35 -3.97 0.46 0.014
H -1.57 -2.74 0.87 0.000
H -0.69 -2.62 -0.67 0.002
H 1.89 -0.82 3.62 0.002
H 1.94 -1.57 5.98 0.000
H 0.82 -3.68 6.66 0.001
H -0.51 -4.97 5.01 0.000
H -0.67 -4.21 2.65 0.001
```

Computed properties:
<S²>: 6.021
HOMO-LUMO gap (spin up / spin down): 7.62 / 3.51 eV
F_max: 3.78 eV/A
Net charge: +4
E: -78132.951 eV
ΔE to the lowest compared entry with this formula, charge and spin: 0.000 eV
2S+1: 5

=====

Entry 3:
The following is a quantum chemistry calculation of a molecular structure, C44H65F4N2O4PS2SeTa, from the OMol25 dataset.

```
124
Properties=species:S:1:pos:R:3:lowdin_spin:R:1
Ta 0.42 -0.08 -1.43 0.779
C -2.78 3.01 -2.87 0.000
C -3.03 1.52 -2.71 0.000
N -2.05 0.69 -3.42 0.006
C -2.06 0.91 -4.88 0.001
C -0.72 1.33 -5.45 0.000
C -2.26 -0.72 -3.11 0.015
C -1.13 -1.62 -3.59 0.011
N 0.20 -1.22 -3.09 0.020
C 1.29 -1.77 -3.74 0.004
C 2.56 -1.26 -3.43 0.003
F 2.60 -0.30 -2.48 0.013
C 3.73 -1.68 -4.00 0.000
F 4.88 -1.11 -3.63 0.000
C 3.73 -2.69 -4.94 0.001
C 2.50 -3.24 -5.25 0.000
F 2.44 -4.24 -6.14 0.000
C 1.31 -2.82 -4.67 0.001
F 0.20 -3.48 -5.03 0.000
H -3.52 3.57 -2.28 0.000
H -2.88 3.34 -3.90 0.000
H -1.79 3.28 -2.52 0.000
H -4.05 1.27 -3.05 0.000
H -2.98 1.25 -1.65 0.000
H -2.81 1.67 -5.12 0.000
H -2.41 0.00 -5.37 0.000
H -0.41 2.29 -5.06 0.000
H -0.78 1.39 -6.54 0.000
H 0.06 0.61 -5.19 0.000
H -3.20 -1.09 -3.56 0.001
H -2.40 -0.79 -2.03 0.006
H -1.12 -1.60 -4.68 0.000
H -1.37 -2.64 -3.30 0.001
H 4.64 -3.05 -5.40 0.000
C -4.64 0.05 4.83 0.000
C -5.06 -0.39 3.42 0.000
C -5.41 -1.88 3.48 0.000
C -6.31 0.39 2.99 0.000
C -3.92 -0.11 2.44 0.001
C -3.28 -1.10 1.71 0.000
C -2.25 -0.78 0.86 0.002
Se -1.36 -2.16 -0.12 0.019
C 0.07 -2.50 1.09 0.004
C -0.17 -3.18 2.28 0.001
C 0.87 -3.42 3.16 0.001
C 2.14 -3.02 2.75 0.000
C 2.45 -2.39 1.55 0.001
C 1.35 -2.06 0.73 0.002
O 1.50 -1.34 -0.40 0.035
C 3.92 -2.09 1.26 0.000
C 4.40 -0.98 2.20 0.000
C 4.21 -1.66 -0.19 0.000
C 4.76 -3.37 1.50 0.000
C 0.67 -4.09 4.51 0.000
C -0.79 -4.45 4.77 0.000
C 1.50 -5.38 4.58 0.000
C 1.13 -3.14 5.62 0.000
C -1.80 0.54 0.69 0.004
O -0.79 0.75 -0.16 0.019
C -2.42 1.57 1.41 0.001
C -3.46 1.19 2.27 0.000
C -2.09 3.07 1.36 0.000
C -3.35 3.83 0.90 0.000
C -0.95 3.45 0.42 0.000
C -1.69 3.54 2.77 0.000
H -5.45 -0.14 5.54 0.000
H -3.75 -0.49 5.16 0.000
H -4.41 1.12 4.86 0.000
H -6.23 -2.03 4.18 0.000
H -5.74 -2.25 2.50 0.000
H -4.57 -2.48 3.81 0.000
H -7.13 0.19 3.68 0.000
H -6.12 1.46 2.98 0.000
H -6.62 0.09 1.99 0.000
H -3.59 -2.14 1.80 0.000
H -1.18 -3.49 2.51 0.000
H 2.97 -3.23 3.43 0.000
H 3.85 -0.06 2.02 0.000
H 4.27 -1.26 3.25 0.000
H 5.47 -0.78 2.03 0.000
H 3.79 -0.69 -0.41 0.000
H 5.30 -1.60 -0.32 0.000
H 3.82 -2.38 -0.91 0.000
H 4.74 -3.69 2.54 0.000
H 4.40 -4.19 0.88 0.000
H 5.80 -3.17 1.24 0.000
H -1.17 -5.15 4.02 0.000
H -0.89 -4.92 5.75 0.000
H -1.43 -3.56 4.76 0.000
H 1.19 -6.08 3.79 0.000
H 2.56 -5.18 4.44 0.000
H 1.37 -5.87 5.54 0.000
H 0.56 -2.21 5.60 0.000
H 1.00 -3.60 6.60 0.000
H 2.19 -2.88 5.52 0.000
H -3.95 1.98 2.83 0.000
H -3.65 3.50 -0.10 0.000
H -4.20 3.68 1.57 0.000
H -3.14 4.90 0.86 0.000
H -1.15 3.17 -0.61 0.000
H -0.82 4.54 0.46 0.000
H -0.01 2.99 0.71 0.000
H -2.49 3.39 3.50 0.000
H -0.80 3.01 3.11 0.000
H -1.46 4.61 2.74 0.000
C 2.37 6.53 -1.93 0.000
C 1.43 5.35 -1.97 0.000
O 1.82 4.38 -0.97 0.002
P 2.31 2.93 -1.39 0.008
S 2.70 1.81 0.13 0.038
S 0.92 2.10 -2.63 -0.001
O 3.57 3.33 -2.30 0.002
C 4.34 2.29 -2.93 0.000
C 5.55 2.93 -3.57 0.000
H 2.05 7.29 -2.64 0.000
H 3.38 6.21 -2.20 0.000
H 2.40 6.97 -0.94 0.000
H 1.42 4.88 -2.95 0.000
H 0.41 5.64 -1.72 0.000
H 3.71 1.80 -3.67 0.000
H 4.63 1.56 -2.17 0.000
H 5.25 3.67 -4.32 0.000
H 6.16 2.17 -4.06 0.000
H 6.17 3.43 -2.82 0.000
```

Computed properties:
<S²>: 0.753
HOMO-LUMO gap (spin up / spin down): 6.84 / 8.57 eV
F_max: 0.75 eV/A
Net charge: 0
E: -166586.241 eV
ΔE to the lowest compared entry with this formula, charge and spin: 0.651 eV
2S+1: 2

=====

Entry 4:
The following is a quantum chemistry calculation of 3 unconnected molecules or ions with the total composition C3H12N2O2 in a non-equilibrium geometry, from the OMol25 dataset.

```
19
Properties=species:S:1:pos:R:3:mulliken_charge:R:1
C 1.41 0.07 1.66 -1.243
C 0.67 0.20 0.32 -0.112
N -0.37 -0.65 -0.12 -0.313
C 0.97 1.31 -0.37 -0.109
N 0.19 1.92 -1.36 -0.496
H 2.49 -0.08 1.61 0.394
H 1.15 0.87 2.34 0.294
H 1.09 -0.84 2.16 0.378
H -1.32 -0.33 -0.24 0.217
H -0.11 -1.42 -0.68 0.162
H 1.86 1.85 -0.07 0.387
H -0.16 1.27 -2.07 0.240
H 0.66 2.65 -1.85 0.235
O -1.98 1.67 1.49 -0.677
H -1.80 2.30 0.78 0.319
H -1.24 1.05 1.41 0.330
O -1.20 -3.65 -1.53 -0.626
H -0.60 -4.33 -1.23 0.311
H -1.72 -3.88 -2.27 0.307
```

Computed properties:
HOMO-LUMO gap: 8.68 eV
F_max: 1.90 eV/A
Net charge: 0
E: -10379.845 eV
ΔE to the lowest compared entry with this formula, charge and spin: 1.705 eV
SMILES string: C/C(N)=C/N.O.O

=====

Entry 5:
The following is a quantum chemistry calculation of 22 unconnected molecules or ions with the total composition C23H27Cl63NO5PS in a non-equilibrium geometry, from the OMol25 dataset.

```
121
Properties=species:S:1:pos:R:3:mulliken_charge:R:1
N 4.35 3.83 -2.06 -0.296
C 4.14 5.27 -1.83 -0.333
O 4.41 5.73 -0.48 -0.055
C 5.69 6.35 -0.35 0.484
O 6.43 5.90 0.57 -0.494
S 6.33 7.76 -1.35 -0.151
P 2.26 5.57 -2.11 0.967
O 1.87 5.57 -3.59 -0.663
O 1.45 4.30 -1.28 -0.173
O 1.91 7.00 -1.27 -0.533
H 3.87 3.24 -1.37 0.177
H 5.35 3.59 -2.16 0.228
H 4.65 5.88 -2.65 0.246
H 6.42 7.29 -2.67 0.146
H 1.85 4.21 -0.37 0.064
H 1.41 7.62 -1.85 0.345
C -2.00 2.67 -2.04 0.123
Cl -3.13 3.32 -0.84 -0.130
Cl -1.22 1.21 -1.43 -0.091
Cl -2.84 2.33 -3.56 -0.039
H -1.24 3.42 -2.23 0.037
C -6.21 0.92 -1.01 0.510
Cl -6.58 0.86 -2.74 -0.124
Cl -7.42 1.88 -0.15 -0.090
Cl -6.12 -0.71 -0.33 -0.141
H -5.24 1.40 -0.88 -0.176
C 1.52 1.70 1.35 -0.086
Cl 2.05 3.36 1.68 -0.154
Cl 2.33 1.08 -0.10 0.164
Cl 1.84 0.65 2.74 -0.039
H 0.45 1.72 1.17 0.237
C -8.14 -3.86 -0.46 0.430
Cl -9.26 -3.21 0.75 -0.032
Cl -7.35 -5.32 0.15 -0.120
Cl -9.00 -4.20 -1.97 -0.126
H -7.38 -3.12 -0.66 -0.135
C -10.32 -6.62 2.99 0.225
Cl -8.90 -7.68 3.12 -0.126
Cl -11.28 -7.04 1.57 -0.053
Cl -11.30 -6.72 4.46 -0.141
H -9.97 -5.60 2.88 0.097
C 10.25 8.13 -2.96 -0.043
Cl 11.51 8.16 -4.20 -0.099
Cl 8.99 9.33 -3.33 -0.123
Cl 9.55 6.51 -2.83 -0.084
H 10.69 8.39 -2.00 0.354
C 10.72 6.62 -7.92 -0.003
Cl 12.17 5.62 -7.82 -0.120
Cl 9.72 6.14 -9.29 -0.131
Cl 9.80 6.52 -6.41 -0.050
H 11.02 7.66 -8.06 0.306
C 1.74 -3.71 2.62 0.402
Cl 1.48 -2.73 1.17 0.126
Cl 2.02 -2.67 4.03 -0.118
Cl 0.36 -4.78 2.90 -0.126
H 2.62 -4.33 2.47 -0.246
C 1.30 -8.50 0.88 0.068
Cl -0.35 -8.50 0.22 -0.127
Cl 2.35 -9.56 -0.06 -0.117
Cl 1.94 -6.85 0.91 -0.107
H 1.26 -8.87 1.90 0.225
C -9.39 0.22 3.13 0.844
Cl -7.78 -0.11 2.48 -0.025
Cl -10.38 1.06 1.92 -0.129
Cl -10.17 -1.27 3.65 -0.127
H -9.28 0.88 3.99 -0.496
C 2.61 0.16 -3.95 -0.211
Cl 4.04 0.24 -2.90 -0.129
Cl 1.15 0.56 -3.04 0.065
Cl 2.80 1.24 -5.34 -0.104
H 2.52 -0.86 -4.32 0.356
C -7.85 3.97 5.31 0.791
Cl -6.56 3.98 4.11 -0.079
Cl -9.07 5.20 4.94 -0.136
Cl -8.60 2.36 5.40 -0.186
H -7.42 4.20 6.29 -0.454
C 6.63 3.64 -8.34 0.467
Cl 5.54 4.30 -7.11 -0.093
Cl 7.48 2.22 -7.73 -0.125
Cl 5.73 3.24 -9.82 -0.131
H 7.37 4.40 -8.59 -0.111
C 5.63 -1.87 2.13 -0.215
Cl 6.95 -1.84 0.94 -0.139
Cl 4.42 -0.64 1.75 0.058
Cl 4.88 -3.47 2.19 -0.026
H 6.05 -1.65 3.11 0.299
C -14.54 -5.96 -0.83 0.032
Cl -13.22 -4.80 -0.70 -0.067
Cl -15.30 -5.86 -2.42 -0.129
Cl -13.96 -7.60 -0.52 -0.130
H -15.29 -5.72 -0.08 0.295
C 5.48 3.39 3.80 -0.172
Cl 3.96 3.13 4.68 -0.120
Cl 6.36 1.87 3.62 -0.108
Cl 5.16 4.13 2.22 0.070
H 6.09 4.08 4.38 0.379
C 4.48 -8.89 3.72 0.590
Cl 5.79 -8.88 2.52 -0.136
Cl 3.29 -7.64 3.35 -0.023
Cl 3.71 -10.49 3.78 -0.115
H 4.91 -8.68 4.70 -0.295
C 4.41 -7.91 7.92 0.018
Cl 2.77 -7.92 7.25 -0.092
Cl 5.47 -8.97 6.98 -0.133
Cl 5.06 -6.26 7.94 -0.110
H 4.37 -8.28 8.94 0.335
C -2.61 -0.45 -7.01 -0.071
Cl -1.18 -0.37 -5.96 -0.037
Cl -4.07 -0.05 -6.09 -0.082
Cl -2.42 0.62 -8.39 -0.127
H -2.70 -1.47 -7.37 0.315
C -4.99 3.76 8.20 0.009
Cl -3.70 3.77 7.00 -0.086
Cl -6.21 4.99 7.83 -0.148
Cl -5.74 2.16 8.29 -0.101
H -4.56 3.98 9.18 0.334
C -0.61 -4.82 -1.69 0.081
Cl 0.92 -5.49 -2.27 -0.122
Cl -0.56 -3.06 -1.67 -0.015
Cl -1.95 -5.39 -2.69 -0.141
H -0.77 -5.17 -0.67 0.167
```

Computed properties:
HOMO-LUMO gap: 10.11 eV
F_max: 5.53 eV/A
Net charge: 0
E: -845052.523 eV

=====

Entry 6:
The following is a quantum chemistry calculation of C3H4P2 in the gas phase in a non-equilibrium geometry, from the OMol25 dataset.

```
9
Properties=species:S:1:pos:R:3:mulliken_charge:R:1
P 1.77 -0.29 -0.25 -0.022
C -0.03 0.14 -0.79 -0.179
C -0.60 1.45 -0.45 -0.042
C -1.05 0.72 0.57 -0.276
P -1.37 -0.96 -0.08 0.045
H 1.46 -0.12 1.06 0.045
H 1.41 -1.58 -0.48 0.036
H -0.57 2.49 -0.53 0.354
H -1.02 -1.85 0.95 0.039
```

Computed properties:
HOMO-LUMO gap: 8.81 eV
F_max: 2.91 eV/A
Net charge: 0
E: -21747.581 eV
ΔE to the lowest compared entry with this formula, charge and spin: 3.645 eV
SMILES string: P[C@@]12C=C1P2